{
  "formula": "C45H57Cl2O5PV",
  "method": "the ωB97M-V functional and the def2-TZVPD basis",
  "e_homo_ev": [-10.534, -10.535],
  "total_charge": 1,
  "spin_multiplicity": 3,
  "max_force_ev_per_a": 6.33,
  "total_energy_ev": -117843.12916,
  "elements": ["V", "O", "C", "C", "O", "O", "C", "C", "C", "C", "C", "C", "C", "C", "C", "C", "C", "C", "H", "H", "H", "H", "H", "H", "H", "H", "H", "H", "H", "C", "C", "C", "C", "C", "C", "C", "C", "C", "C", "C", "C", "C", "C", "C", "C", "C", "C", "C", "C", "C", "P", "C", "C", "C", "C", "C", "C", "C", "C", "H", "H", "H", "H", "H", "H", "H", "H", "H", "H", "H", "H", "H", "H", "H", "H", "H", "H", "H", "H", "H", "H", "H", "H", "H", "H", "H", "H", "H", "H", "H", "H", "H", "H", "H", "H", "H", "H", "H", "H", "H", "H", "H", "H", "H", "Cl", "C", "Cl", "C", "O", "O", "H"],
  "xyz": [[1.81, 0.11, -1.14], [2.23, 2.43, 0.23], [0.96, 3.07, 0.18], [-0.04, 1.97, -0.26], [-1.22, 2.19, -0.39], [0.54, 0.85, -0.50], [0.51, 3.53, 1.56], [1.19, 3.10, 2.69], [0.79, 3.52, 3.95], [-0.30, 4.36, 4.09], [-0.99, 4.78, 2.96], [-0.58, 4.38, 1.70], [1.00, 4.23, -0.81], [2.10, 5.08, -0.75], [2.25, 6.11, -1.66], [1.28, 6.33, -2.61], [0.15, 5.53, -2.64], [0.01, 4.47, -1.75], [2.91, 3.12, 0.33], [2.03, 2.43, 2.59], [1.34, 3.19, 4.82], [-0.62, 4.68, 5.07], [-1.85, 5.43, 3.07], [-1.11, 4.72, 0.82], [2.86, 4.97, 0.02], [3.12, 6.74, -1.60], [1.40, 7.12, -3.33], [-0.64, 5.73, -3.35], [-0.87, 3.85, -1.81], [-5.87, 0.35, -2.63], [-5.58, 0.40, -1.14], [-6.48, -0.61, -0.40], [-4.14, 0.10, -0.78], [-3.24, -0.54, -1.62], [-2.03, -1.03, -1.15], [-1.08, -1.67, -2.14], [-1.66, -2.94, -2.78], [-0.72, -0.65, -3.22], [-1.71, -0.94, 0.22], [-2.51, -0.08, 1.01], [-3.69, 0.42, 0.49], [-2.18, 0.41, 2.41], [-0.73, 0.21, 2.84], [-3.11, -0.15, 3.49], [-0.97, -2.02, 0.94], [-1.91, -2.72, 1.72], [-1.60, -3.78, 2.54], [-0.29, -4.24, 2.58], [0.64, -3.62, 1.77], [0.36, -2.50, 0.98], [1.87, -1.99, 0.06], [3.27, -1.59, 1.34], [4.63, -1.53, 0.64], [3.36, -2.49, 2.58], [2.95, -0.18, 1.84], [2.27, -3.58, -1.00], [1.07, -4.53, -1.05], [2.55, -3.10, -2.42], [3.48, -4.38, -0.52], [-6.91, 0.60, -2.81], [-5.70, -0.65, -3.02], [-5.26, 1.06, -3.17], [-5.82, 1.40, -0.76], [-6.22, -1.63, -0.67], [-7.52, -0.43, -0.66], [-6.38, -0.50, 0.68], [-3.49, -0.70, -2.66], [-0.16, -1.92, -1.58], [-2.54, -2.71, -3.37], [-1.94, -3.66, -2.02], [-0.92, -3.39, -3.44], [-1.55, -0.50, -3.91], [0.14, -1.00, -3.81], [-0.48, 0.32, -2.77], [-4.29, 1.06, 1.12], [-2.35, 1.49, 2.36], [-0.55, -0.82, 3.14], [-0.52, 0.85, 3.69], [-0.06, 0.48, 2.03], [-2.89, -1.20, 3.69], [-4.16, -0.06, 3.22], [-2.95, 0.40, 4.41], [-2.94, -2.40, 1.66], [-2.37, -4.24, 3.14], [-0.01, -5.08, 3.20], [1.64, -4.02, 1.75], [5.18, -2.46, 0.73], [5.24, -0.75, 1.10], [4.54, -1.28, -0.42], [3.67, -3.50, 2.33], [2.42, -2.51, 3.12], [4.12, -2.07, 3.24], [3.11, 0.55, 1.05], [3.62, 0.06, 2.67], [1.93, -0.12, 2.22], [0.16, -4.02, -1.33], [0.90, -5.05, -0.11], [1.27, -5.30, -1.80], [1.74, -2.47, -2.79], [2.66, -3.95, -3.09], [3.48, -2.54, -2.47], [3.37, -4.78, 0.48], [4.40, -3.81, -0.58], [3.60, -5.24, -1.19], [2.82, 0.09, -4.62], [3.33, 1.36, -3.52], [1.89, 2.20, -2.93], [3.80, 0.74, -2.19], [4.59, 1.31, -1.48], [3.19, -0.34, -1.93], [4.01, 2.06, -3.99]]
}

---

{
  "formula": "C45H57F6N8O7PRb",
  "method": "the ωB97M-V functional and the def2-TZVPD basis",
  "e_homo_ev": -5.296,
  "relative_energy_kcal_mol": 9.46,
  "total_charge": -1,
  "max_force_ev_per_a": 0.97,
  "total_energy_ev": -100095.69079,
  "elements": ["Rb", "O", "C", "C", "C", "C", "C", "C", "C", "C", "C", "O", "C", "C", "C", "C", "C", "C", "C", "C", "C", "C", "C", "C", "N", "C", "C", "C", "C", "C", "C", "C", "C", "C", "C", "C", "C", "H", "H", "H", "H", "H", "H", "H", "H", "H", "H", "H", "H", "H", "H", "H", "H", "H", "H", "H", "H", "H", "H", "H", "H", "H", "H", "H", "O", "H", "H", "O", "H", "H", "O", "N", "C", "C", "C", "C", "N", "C", "N", "N", "N", "H", "H", "H", "H", "H", "H", "H", "H", "H", "H", "C", "P", "C", "C", "O", "H", "H", "H", "H", "H", "H", "H", "H", "H", "N", "N", "H", "H", "H", "H", "C", "C", "O", "C", "F", "F", "F", "C", "F", "F", "F", "H", "H", "H"],
  "xyz": [[-0.81, 0.00, -0.66], [-0.13, 2.87, -0.47], [-1.14, 3.70, -0.10], [-2.17, 2.95, 0.81], [-1.68, 2.47, 2.14], [-1.80, 3.28, 3.28], [-1.39, 2.79, 4.50], [-0.87, 1.51, 4.57], [-0.78, 0.77, 3.40], [-0.17, -0.61, 3.45], [1.29, -0.65, 2.89], [1.04, -0.55, 1.46], [1.96, -1.99, 3.20], [3.34, -2.11, 3.36], [3.93, -3.34, 3.60], [3.15, -4.48, 3.68], [1.78, -4.38, 3.51], [1.18, -3.14, 3.28], [2.02, 0.58, 3.42], [2.56, 0.56, 4.71], [3.07, 1.72, 5.28], [3.05, 2.91, 4.58], [2.50, 2.95, 3.30], [1.99, 1.79, 2.73], [-1.18, 1.23, 2.21], [-0.62, 4.93, 0.68], [-1.45, 5.87, 1.31], [-0.93, 6.93, 2.02], [0.45, 7.10, 2.13], [1.28, 6.18, 1.51], [0.75, 5.11, 0.80], [-2.00, 4.15, -1.33], [-2.39, 5.45, -1.62], [-3.16, 5.74, -2.74], [-3.56, 4.73, -3.60], [-3.16, 3.43, -3.33], [-2.39, 3.14, -2.22], [-2.50, 2.08, 0.24], [-3.07, 3.56, 0.95], [-2.22, 4.27, 3.19], [-1.48, 3.40, 5.40], [-0.53, 1.08, 5.50], [-0.80, -1.30, 2.88], [-0.13, -0.94, 4.49], [3.96, -1.22, 3.29], [5.01, -3.40, 3.72], [3.61, -5.44, 3.86], [1.15, -5.26, 3.54], [0.11, -3.10, 3.12], [2.57, -0.36, 5.27], [3.49, 1.68, 6.28], [3.44, 3.82, 5.03], [2.44, 3.88, 2.76], [1.51, 1.85, 1.76], [-2.53, 5.75, 1.24], [-1.60, 7.64, 2.50], [0.86, 7.93, 2.69], [2.36, 6.30, 1.59], [1.39, 4.38, 0.33], [-2.08, 6.27, -0.99], [-3.44, 6.77, -2.94], [-4.16, 4.96, -4.47], [-3.43, 2.62, -4.01], [-2.00, 2.14, -2.09], [-2.65, -1.90, 1.49], [-3.29, -1.20, 1.28], [-2.49, -2.30, 0.61], [-3.82, 0.10, -0.54], [-4.68, 0.12, -0.97], [-3.42, -0.74, -0.91], [3.15, -0.45, 1.00], [2.05, -0.45, 0.55], [-0.09, -7.43, -1.71], [1.36, -7.07, -2.00], [1.49, -6.25, -3.27], [2.01, -6.37, -0.81], [1.41, -5.09, -0.48], [1.66, -3.87, -0.96], [0.81, -3.03, -0.42], [0.05, -3.76, 0.41], [0.39, -4.99, 0.39], [-0.53, -7.97, -2.56], [-0.70, -6.54, -1.53], [-0.17, -8.07, -0.82], [1.93, -8.00, -2.13], [0.90, -5.33, -3.21], [1.12, -6.81, -4.13], [2.53, -5.98, -3.47], [3.07, -6.18, -1.01], [1.94, -6.98, 0.09], [2.42, -3.59, -1.69], [2.23, 2.24, -4.07], [1.15, 2.47, -2.60], [0.73, 4.21, -2.91], [2.44, 2.36, -1.32], [0.16, 1.36, -2.71], [3.09, 2.91, -4.07], [1.64, 2.42, -4.97], [2.57, 1.20, -4.09], [1.63, 4.70, -3.28], [0.35, 4.73, -2.03], [-0.03, 4.25, -3.70], [3.05, 3.26, -1.39], [3.09, 1.50, -1.54], [2.00, 2.29, -0.34], [2.32, -1.56, -3.02], [0.92, -1.56, -3.33], [2.54, -0.82, -2.35], [2.81, -1.34, -3.87], [0.56, -0.61, -3.30], [0.46, -2.08, -2.59], [-2.89, -2.38, -3.78], [-3.06, -2.88, -2.33], [-2.52, -2.04, -1.42], [-2.39, -4.27, -2.22], [-1.06, -4.15, -2.41], [-2.81, -5.17, -3.14], [-2.56, -4.84, -1.02], [-4.59, -3.05, -2.06], [-5.18, -3.99, -2.84], [-5.24, -1.90, -2.33], [-4.86, -3.36, -0.79], [-1.83, -2.38, -4.01], [-3.26, -1.36, -3.82], [-3.42, -2.99, -4.51]]
}